(1)
This record from OMol25 describes the molecule C3H4O in a non-equilibrium geometry. The level of theory is ωB97M-V/def2-TZVPD.

```
8
Properties=species:S:1:pos:R:3:lowdin_charge:R:1
O 1.053 -1.152 -0.576 -0.09
C -1.668 0.417 0.755 0.11
C 0.853 0.196 -0.119 -0.26
C -0.521 0.426 0.378 -0.11
H 0.292 -1.332 -1.145 0.08
H 1.131 0.659 -1.057 0.11
H -2.694 0.386 1.058 0.03
H 1.555 0.399 0.705 0.12
```

Results
Energy relative to the best compared isomer or geometry (same formula, charge and spin), kcal/mol: 34.6
Structure (SMILES): C#CCO
Gap between HOMO and LUMO, eV: 11.21



(2)
This record from OMol25 describes the molecule C3H4O in a non-equilibrium geometry. The level of theory is ωB97M-V/def2-TZVPD.

```
8
Properties=species:S:1:pos:R:3:lowdin_charge:R:1
O 2.961 -0.254 -0.110 0.06
C 0.449 -0.170 0.237 -0.10
C -0.838 0.283 0.000 -0.19
C 1.713 0.027 -0.023 -0.17
H -0.745 1.302 -0.174 0.05
H -1.530 -0.058 -0.809 0.09
H -1.455 0.108 0.976 0.11
H 3.434 0.104 0.682 0.15
```

Results
Energy relative to the best compared isomer or geometry (same formula, charge and spin), kcal/mol: 56.1
Structure (SMILES): CC#CO
Gap between HOMO and LUMO, eV: 9.13



(3)
This record from OMol25 describes the molecule C3H4O in a non-equilibrium geometry. The level of theory is ωB97M-V/def2-TZVPD.

```
8
Properties=species:S:1:pos:R:3:lowdin_charge:R:1
O 1.769 -0.471 -0.022 -0.15
C -0.729 -0.060 -0.140 -0.11
C -1.897 -0.264 -0.037 0.12
C 0.639 0.466 -0.098 -0.30
H 0.816 1.236 -0.867 0.11
H 0.733 1.109 0.956 0.16
H -2.857 -0.521 0.250 0.01
H 1.525 -1.496 -0.041 0.14
```

Results
Spin multiplicity: 3
Energy relative to the best compared isomer or geometry (same formula, charge and spin), kcal/mol: 97.1
Gap between HOMO and LUMO (alpha / beta), eV: 6.02 / 7.17



(4)
This record from OMol25 describes a cluster of 2 separate species, C3H4O2 in total in a non-equilibrium geometry. The level of theory is ωB97M-V/def2-TZVPD.

```
9
Properties=species:S:1:pos:R:3:lowdin_charge:R:1
O -0.576 -0.420 -0.319 -0.04
O 1.060 -1.729 1.213 0.14
C 0.969 0.751 1.126 0.02
C 0.952 -0.557 1.158 -0.32
C -1.522 -0.816 0.320 -0.08
H -1.818 -1.803 0.528 0.08
H 1.857 1.129 1.591 0.07
H 0.183 1.391 0.947 0.04
H -2.098 -0.138 0.935 0.09
```

Results
Energy relative to the best compared isomer or geometry (same formula, charge and spin), kcal/mol: 65.7
Structure (SMILES): C=C=O.C=O
Gap between HOMO and LUMO, eV: 9.11



(5)
This record from OMol25 describes a cluster of 2 separate species, C3H4O2 in total in a non-equilibrium geometry. The level of theory is ωB97M-V/def2-TZVPD.

```
9
Properties=species:S:1:pos:R:3:lowdin_charge:R:1
O 1.650 -0.574 0.353 0.05
O 0.538 1.309 -0.177 -0.02
C -1.301 -0.013 0.439 -0.03
C -1.577 -0.279 -0.705 0.04
C 1.531 0.586 -0.261 -0.38
H 0.739 -0.915 0.624 0.11
H -1.003 0.399 1.372 0.05
H 2.496 0.760 -0.850 0.16
H -1.848 -0.630 -1.664 0.03
```

Results
Energy relative to the best compared isomer or geometry (same formula, charge and spin), kcal/mol: 64.8
Structure (SMILES): O=CO.C#C
Gap between HOMO and LUMO, eV: 10.62



(6)
This record from OMol25 describes a cluster of 2 separate species, C3H4O2 in total in a non-equilibrium geometry. The level of theory is ωB97M-V/def2-TZVPD.

```
9
Properties=species:S:1:pos:R:3:lowdin_charge:R:1
O 0.897 1.047 -0.154 -0.01
O 1.235 -0.868 1.137 0.12
C 0.394 -0.187 0.409 -0.46
C -0.254 -0.537 -0.817 -0.01
C 0.216 0.585 -1.305 -0.07
H 0.170 1.133 -2.215 0.12
H 1.908 -0.393 1.461 0.06
H -0.853 -1.378 -0.986 0.10
H -0.923 0.292 1.918 0.13
```

Results
Energy relative to the best compared isomer or geometry (same formula, charge and spin), kcal/mol: 138.5
Gap between HOMO and LUMO (alpha / beta), eV: 8.12 / 8.89



(7)
This record from OMol25 describes the molecule C3H4O2 in a non-equilibrium geometry. The level of theory is ωB97M-V/def2-TZVPD.

```
9
Properties=species:S:1:pos:R:3:lowdin_charge:R:1
O -1.787 0.841 0.042 0.11
O -0.488 -1.102 -0.084 0.02
C -1.581 -0.327 -0.003 -0.34
C 0.784 -0.529 -0.014 -0.21
C 1.158 0.703 -0.016 0.01
H 2.190 0.926 -0.057 0.04
H 0.486 1.676 -0.256 0.13
H -2.334 -0.967 -0.058 0.10
H 1.572 -1.220 0.447 0.14
```

Results
Energy relative to the best compared isomer or geometry (same formula, charge and spin), kcal/mol: 43.4
Structure (SMILES): C=COC=O
Gap between HOMO and LUMO, eV: 11.18



(8)
This record from OMol25 describes a structure of composition C3H4O2 in a non-equilibrium geometry. The level of theory is ωB97M-V/def2-TZVPD.

```
9
Properties=species:S:1:pos:R:3:lowdin_charge:R:1
O -1.469 -1.318 0.420 0.02
O 0.710 1.061 -0.266 -0.06
C -0.565 -0.603 0.041 -0.53
C 0.778 -0.044 0.674 -0.04
C -0.457 0.589 -0.769 -0.07
H -1.198 1.333 -1.094 0.15
H -0.065 -0.809 -1.347 0.27
H 1.753 -0.529 0.668 0.12
H 0.513 0.319 1.672 0.14
```

Results
Energy relative to the best compared isomer or geometry (same formula, charge and spin), kcal/mol: 97.7
Gap between HOMO and LUMO, eV: 9.43